A cluster of 7 separate species, C26H50ClF2O8PS in total in a non-equilibrium geometry, computed with wB97M-V/def2-TZVPD.

Results
Lowest unoccupied orbital energy, Eh: 0.0122
HOMO level, eV: -8.94
SMILES string: CC[C@H](Cl)[C@@](F)(OC(=O)C[C@@H](C)F)[PH2]=S.CC(C)=O.CC(C)=O.CC(C)=O.CC(C)=O.CC(C)=O.CC(C)=O

Last column: Löwdin charge in e.
Element x y z (Å)
1 Cl -0.153 2.535 5.936  0.687
2 S -3.693 4.886 1.980  0.158
3 P -2.368 3.475 2.181  0.470
4 F 0.837 7.735 5.103  -0.037
5 F -1.859 4.607 4.523  -0.009
6 O 1.966 1.763 -5.856  0.058
7 O 0.510 4.943 1.432  0.140
8 O 0.011 3.985 3.394  -0.021
9 O 1.833 -0.565 -0.920  0.056
10 O 0.417 -5.994 -6.690  0.054
11 O 2.245 -3.213 -4.032  0.050
12 O -3.044 -1.419 5.975  0.064
13 O -1.916 0.938 -1.682  0.050
14 C 0.127 6.408 3.302  -0.039
15 C -1.215 2.301 4.517  -0.621
16 C -3.544 2.617 5.630  -0.092
17 C 2.957 1.427 -5.249  -0.508
18 C 2.357 -2.727 -0.085  -0.020
19 C 4.292 2.091 -5.489  -0.025
20 C 0.215 5.101 2.584  -0.472
21 C -0.080 -3.552 -4.422  -0.013
22 C 0.891 6.409 4.626  -0.346
23 C 1.514 -2.717 -6.240  -0.018
24 C -2.153 2.906 -2.995  -0.020
25 C -0.034 -2.016 -0.710  -0.005
26 C 0.605 -7.027 -6.089  -0.498
27 C 1.428 -1.658 -0.602  -0.491
28 C -3.776 -3.372 7.116  -0.023
29 C 2.922 0.332 -4.215  -0.028
30 C -1.318 -2.624 7.080  -0.020
31 C 1.322 -3.163 -4.814  -0.506
32 C -1.379 1.910 -2.167  -0.499
33 C 2.355 5.981 4.514  -0.009
34 C -0.492 -8.046 -5.904  -0.020
35 C -2.744 -2.373 6.653  -0.497
36 C -1.297 3.619 3.746  -0.674
37 C -2.540 1.676 4.956  -0.291
38 C 1.947 -7.353 -5.483  -0.016
39 C 0.090 2.183 -1.967  -0.009
40 H -0.981 -3.593 6.708  0.085
41 H 1.209 -3.519 -6.914  0.072
42 H 1.912 -0.064 -4.135  0.075
43 H -0.193 -8.999 -6.343  0.086
44 H -3.525 -4.367 6.746  0.085
45 H 3.375 -2.346 -0.054  0.082
46 H -2.095 3.895 -2.538  0.085
47 H -1.403 -7.696 -6.381  0.082
48 H -0.933 6.591 3.515  0.132
49 H -0.682 1.609 3.857  0.119
50 H -1.252 -2.640 8.169  0.086
51 H -3.019 1.168 4.115  0.096
52 H -2.927 2.195 2.219  -0.011
53 H 2.647 5.360 5.360  0.082
54 H 2.051 -3.037 0.916  0.082
55 H -0.420 -2.300 0.271  0.087
56 H 2.333 -8.281 -5.907  0.086
57 H -0.760 -2.709 -4.555  0.093
58 H -0.096 -3.870 -3.383  0.063
59 H -0.674 -8.208 -4.840  0.086
60 H 3.227 0.720 -3.241  0.087
61 H 4.189 2.860 -6.251  0.080
62 H -2.284 0.879 5.658  0.075
63 H 3.601 -0.476 -4.489  0.086
64 H 2.647 -6.544 -5.679  0.083
65 H -4.291 2.015 6.154  0.079
66 H -4.086 3.224 4.898  0.062
67 H 5.024 1.350 -5.814  0.084
68 H 4.657 2.539 -4.564  0.085
69 H 0.529 1.391 -1.364  0.057
70 H -1.469 3.424 1.113  -0.017
71 H 1.846 -7.491 -4.405  0.088
72 H 2.315 -3.598 -0.742  0.083
73 H 0.234 3.147 -1.474  0.085
74 H 0.895 -1.841 -6.445  0.089
75 H 2.565 5.453 3.584  0.082
76 H -0.156 -2.870 -1.377  0.064
77 H 0.483 7.199 2.642  0.144
78 H -3.793 -3.413 8.206  0.086
79 H -0.414 -4.369 -5.062  0.065
80 H -0.601 -1.168 -1.088  0.064
81 H 0.593 2.215 -2.936  0.080
82 H -0.673 -1.840 6.689  0.080
83 H -3.193 2.599 -3.063  0.080
84 H 2.974 6.882 4.539  0.088
85 H -4.757 -3.084 6.747  0.082
86 H 0.360 5.806 5.367  0.130
87 H 2.559 -2.469 -6.411  0.081
88 H -1.723 2.969 -3.996  0.086
89 H -3.062 3.290 6.338  0.070